The following is a DFT calculation (ωB97M-V with the def2-TZVPD basis set) of C19H29N3O2S in the gas phase at a distorted geometry.

Its net charge is 0. The calculation puts the HOMO-LUMO gap at 8.5 eV. Its multiplicity is 1. As for the LUMO energy: 0.439 eV. The calculation puts the HOMO energy at -0.2946 hartree. The total energy is -39574.011 eV. The structure (SMILES) is Cc1oc(-c2cccs2)nc1CN1CCN(CC(C)C)[C@@H](CCO)C1. Its energy above the lowest of the compared OMol25 structures with the same formula, charge and spin is 1.246 eV.

Last column: natural (NBO) charge in e.
Cartesian coordinates (Å):
C: -2.347 -4.080 0.788  -0.66
C: -2.241 -2.671 0.337  0.26
C: -1.234 -1.947 -0.241  0.07
N: -1.689 -0.677 -0.459  -0.49
C: -2.920 -0.663 -0.024  0.48
C: -3.807 0.456 -0.036  -0.28
C: -5.102 0.511 0.411  -0.22
C: -5.675 1.783 0.243  -0.26
C: -4.816 2.672 -0.326  -0.40
S: -3.285 1.978 -0.670  0.50
H: -4.994 3.702 -0.564  0.24
H: -6.681 2.028 0.533  0.23
H: -5.609 -0.333 0.841  0.23
O: -3.319 -1.851 0.471  -0.40
C: 0.124 -2.418 -0.647  -0.22
N: 1.099 -1.352 -0.653  -0.44
C: 2.338 -1.735 -1.296  -0.22
C: 3.255 -0.521 -1.414  -0.22
N: 3.478 0.071 -0.110  -0.47
C: 4.491 1.109 -0.122  -0.21
H: 4.451 1.712 -1.045  0.17
C: 5.899 0.516 0.032  -0.22
C: 6.947 1.623 -0.042  -0.60
H: 7.947 1.208 0.060  0.21
H: 6.888 2.149 -0.993  0.20
H: 6.792 2.345 0.758  0.20
C: 6.001 -0.245 1.349  -0.61
H: 5.205 -0.983 1.405  0.23
H: 6.961 -0.751 1.430  0.20
H: 5.898 0.438 2.190  0.20
H: 6.075 -0.186 -0.789  0.19
H: 4.308 1.779 0.722  0.20
C: 2.225 0.434 0.537  -0.03
C: 1.420 1.526 -0.197  -0.47
H: 2.112 2.261 -0.615  0.21
H: 0.865 1.058 -1.013  0.23
C: 0.434 2.267 0.703  -0.05
O: -0.603 1.457 1.194  -0.75
H: -0.934 0.924 0.452  0.49
H: 0.943 2.670 1.585  0.17
H: 0.008 3.112 0.138  0.15
C: 1.396 -0.845 0.672  -0.25
H: 0.467 -0.625 1.196  0.23
H: 1.969 -1.583 1.262  0.17
H: 2.477 0.790 1.543  0.20
H: 4.218 -0.844 -1.817  0.20
H: 2.813 0.199 -2.123  0.17
H: 2.120 -2.119 -2.297  0.20
H: 2.859 -2.525 -0.723  0.16
H: 0.057 -2.812 -1.668  0.21
H: 0.417 -3.258 0.014  0.17
H: -1.372 -4.443 1.102  0.23
H: -2.710 -4.718 -0.018  0.23
H: -3.045 -4.147 1.619  0.23


The following is a DFT calculation (ωB97M-V with the def2-TZVPD basis set) of a molecular structure, Br2H2O2Si at a distorted geometry.

Its net charge is 0. The calculation puts the HOMO-LUMO gap at 8.5 eV. Its multiplicity is 1. As for the LUMO energy: -1.238 eV. The calculation puts the HOMO energy at -0.3561 hartree. The total energy is -152093.375 eV. Its energy above the lowest of the compared OMol25 structures with the same formula, charge and spin is 2.087 eV.

Last column: natural (NBO) charge in e.
Cartesian coordinates (Å):
O: -0.218 1.449 -0.495  -1.09
O: 0.525 -0.120 1.391  -1.10
Si: 0.220 -0.039 -0.233  1.92
Br: -2.389 -1.151 -1.048  -0.54
Br: 1.872 -0.720 -1.425  -0.24
H: -1.000 1.576 0.061  0.52
H: 0.991 -0.995 1.749  0.53


The following is a DFT calculation (ωB97M-V with the def2-TZVPD basis set) of C9H13BN2 in the gas phase at a distorted geometry.

Its net charge is 0. The calculation puts the HOMO-LUMO gap at 9.1 eV. Its multiplicity is 1. As for the LUMO energy: 0.588 eV. The calculation puts the HOMO energy at -0.3138 hartree. The total energy is -13200.909 eV. The structure (SMILES) is CN1CCNB1c1ccccc1. Its energy above the lowest of the compared OMol25 structures with the same formula, charge and spin is 0.916 eV.

Last column: natural (NBO) charge in e.
Cartesian coordinates (Å):
B: 0.738 -0.675 0.176  0.89
C: -3.541 0.180 0.946  -0.21
C: -2.524 0.780 1.656  -0.22
C: -3.163 -0.754 -0.038  -0.21
C: -1.235 0.457 1.439  -0.19
C: -1.826 -0.958 -0.379  -0.21
C: -0.849 -0.460 0.452  -0.30
N: 1.790 -0.927 1.167  -0.84
N: 1.209 0.054 -0.963  -0.66
C: 0.619 1.013 -1.839  -0.41
C: 3.115 -0.685 0.479  -0.23
C: 2.681 0.185 -0.823  -0.21
H: -4.566 0.568 1.165  0.22
H: -2.806 1.611 2.272  0.21
H: -3.899 -1.094 -0.811  0.21
H: -0.467 0.914 2.047  0.21
H: -1.470 -1.593 -1.177  0.21
H: 1.674 -1.892 1.458  0.38
H: 0.091 1.822 -1.244  0.19
H: 1.373 1.522 -2.505  0.21
H: -0.289 0.675 -2.393  0.21
H: 3.451 -1.716 0.148  0.19
H: 3.754 0.017 1.086  0.21
H: 2.960 1.237 -0.639  0.18
H: 3.179 -0.280 -1.680  0.19


The following is a DFT calculation (ωB97M-V with the def2-TZVPD basis set) of 3 unconnected molecules or ions with the total composition C5H15N2O at a distorted geometry.

Its net charge is +1. The calculation puts the HOMO-LUMO gap at 4.9 eV. Its multiplicity is 1. As for the LUMO energy: -9.384 eV. The calculation puts the HOMO energy at -0.5231 hartree. The total energy is -10441.188 eV. Its energy above the lowest of the compared OMol25 structures with the same formula, charge and spin is 9.373 eV.

Last column: natural (NBO) charge in e.
Cartesian coordinates (Å):
C: -3.137 -0.299 0.996  -0.64
C: -1.948 -0.301 0.030  -0.10
C: -1.876 1.054 -0.749  -0.40
C: -0.628 1.143 -1.647  -0.29
C: 1.561 0.996 -0.801  -0.03
N: 0.491 1.727 -0.891  -0.26
N: -0.708 -0.529 0.741  -0.41
H: -2.975 0.498 1.745  0.23
H: -3.225 -1.324 1.469  0.24
H: -4.068 -0.067 0.464  0.25
H: -2.069 -1.124 -0.742  0.31
H: -2.786 1.223 -1.322  0.26
H: -1.751 1.893 0.032  0.27
H: -0.352 0.130 -2.045  0.29
H: -0.847 1.815 -2.490  0.27
H: 2.333 1.469 -0.196  0.23
H: 1.630 -0.008 -1.324  0.24
H: 10.063 -0.982 3.626  0.00
H: 9.980 -1.269 4.330  0.00
H: 0.000 -1.025 -0.005  0.42
H: -0.859 -1.126 1.545  0.40
H: 0.768 -2.386 -1.460  0.49
O: 0.403 -1.507 -1.307  -0.78


Question: Number 2 is which compound?
Answer: Br2H2O2Si


Question: Which of these has the highest HOMO?
Answer: C19H29N3O2S


Question: Which value of net charge does entry 2 give?
Answer: 0